Entry A
Density functional theory data (ωB97M-V/def2-TZVPD) for a cluster of 2 separate species, C5H15NO2 in total.

Properties
- Kohn-Sham gap (eV) = 9.99
- SMILES string = CCN[C@H](C)CO.O

The geometry in ORCA input format:
```
! wB97M-V def2-TZVPD RIJCOSX def2/J DEFGRID3
* xyz 0 1
C -2.18402 -1.77740 -0.76489
C -0.78897 -1.43709 -0.23773
N -0.69405 -0.00652 0.03562
C 0.58210 0.40995 0.62956
C 0.62276 0.32157 2.14127
C 0.89314 1.84978 0.20255
O 2.25720 2.20056 0.52637
H -2.35020 -2.84439 -0.67989
H -2.94715 -1.26733 -0.18796
H -2.26384 -1.49072 -1.81036
H -0.55670 -2.04470 0.63240
H -0.08323 -1.68116 -1.01686
H -1.44981 0.23137 0.66542
H 1.36170 -0.20916 0.18889
H 0.71929 -0.64721 2.63017
H 1.49921 0.86969 2.51201
H -0.22448 0.87219 2.56253
H 0.27528 2.49747 0.81886
H 0.76006 1.99565 -0.86148
H 2.78155 1.91413 -0.22897
O 0.95683 0.20180 -2.49671
H 0.13667 0.39224 -2.01509
H 0.69668 -0.35073 -3.24571
*
```



Entry B
Density functional theory data (ωB97M-V/def2-TZVPD) for a cluster of 3 separate species, C5H15NO2 in total.

Properties
- Kohn-Sham gap (eV) = 4.21

The geometry in ORCA input format:
```
! wB97M-V def2-TZVPD RIJCOSX def2/J DEFGRID3
* xyz 0 1
C 1.32612 -1.45289 -0.32390
N 1.12463 -0.45526 0.69064
C 1.07533 0.87698 0.23509
C 0.09202 1.70516 1.05284
C -1.38632 1.38151 0.69025
O -0.14910 1.55448 -2.02202
C 0.15452 -1.73230 -1.33009
H 1.61940 -2.43948 0.03793
H 2.16695 -1.12873 -0.94582
H 0.19616 -0.62083 1.17848
H 0.70917 0.85872 -0.87556
H 2.04856 1.37961 0.25003
H 0.30175 2.76880 1.09024
H 0.14205 1.36598 2.09250
H -1.95517 1.16340 1.59239
H -1.91684 2.19592 0.20173
H -1.41021 0.50152 0.06325
H -0.25075 -0.75131 -1.56177
H -0.70654 -2.21542 -0.87577
H 0.60155 -2.26574 -2.16256
H -1.68379 -2.14226 1.78415
H -1.03113 1.14936 -2.05223
O -1.06837 -1.69722 1.19019
*
```



Question: which arrangement is favored energetically? Ranking from most to least stable: entry A, entry B.